1.
{"formula": "C13H27F5N3O4", "method": "ωB97M-V with the def2-TZVPD basis set", "elements": ["F", "F", "F", "F", "F", "O", "O", "O", "O", "N", "N", "N", "C", "C", "C", "C", "C", "C", "C", "C", "C", "C", "C", "C", "C", "H", "H", "H", "H", "H", "H", "H", "H", "H", "H", "H", "H", "H", "H", "H", "H", "H", "H", "H", "H", "H", "H", "H", "H", "H", "H", "H"], "xyz": [[-8.05489, -0.34305, 2.61853], [-7.42356, -0.30201, 5.23191], [-6.35089, -1.52366, 2.19920], [-6.84263, -2.18426, 4.50618], [-5.32244, -0.75172, 4.84031], [-3.75963, 3.38326, 1.31202], [5.69083, -1.95730, -3.82046], [1.73244, 0.61444, -0.27083], [-2.85356, 1.38435, 1.02333], [-7.17230, 2.25981, 3.96498], [-5.97643, 0.64966, 2.49974], [-4.84902, 2.22869, 3.74960], [-6.56418, -0.90063, 4.42426], [2.27305, -0.14153, -2.54396], [6.52599, -1.57981, -4.90206], [-3.32355, 2.16003, 1.73576], [7.73577, -2.48171, -5.07794], [-5.98225, 1.73168, 3.41274], [-6.76862, -0.48925, 2.93243], [6.27793, -1.92115, -2.53042], [-3.53286, 1.81952, 3.23008], [0.34030, 0.76436, -0.46407], [-0.46280, -0.47328, -0.10149], [2.36572, -0.39020, -1.04922], [6.73019, -0.53241, -2.11307], [8.26105, -2.23717, -6.00203], [1.97572, -1.37982, -0.78787], [-7.14979, 3.28178, 3.89316], [1.24679, -0.24753, -2.90282], [6.82852, -0.53150, -4.80521], [-7.23718, 2.07117, 4.96761], [-3.30123, 0.76729, 3.43636], [-1.52872, -0.25584, -0.13171], [7.57661, -0.19185, -2.71246], [7.04055, -0.52932, -1.06716], [5.92312, 0.19110, -2.24615], [7.43263, -3.52961, -5.10825], [3.41710, -0.38447, -0.75686], [5.90504, -1.64337, -5.79706], [2.89229, -0.85631, -3.08851], [-0.27066, -1.29280, -0.79634], [-0.19889, -0.82384, 0.89873], [0.03422, 1.58756, 0.18662], [8.44297, -2.36869, -4.25370], [0.12747, 1.08206, -1.49069], [-6.43142, 1.02121, 1.65339], [7.10042, -2.64110, -2.46317], [5.50884, -2.26254, -1.83457], [-2.77311, 2.40368, 3.77894], [-4.86611, 2.99306, 4.42352], [2.60192, 0.87026, -2.78807], [-2.99074, 3.88273, 0.98676]], "atomic_forces_ev_per_a": [[-0.44, 0.34, 0.60], [0.08, 1.13, 0.32], [0.44, -0.17, -0.13], [-0.10, -0.69, -0.16], [0.65, 0.93, 0.05], [0.17, 0.42, 1.22], [-0.28, -0.06, 0.05], [0.08, 0.14, 0.23], [1.69, -2.26, -1.88], [0.60, 0.40, -0.14], [-0.52, 1.13, 0.71], [0.61, 0.16, -0.17], [-1.10, -1.61, -0.20], [-0.24, -0.03, -0.06], [0.10, -0.06, -0.12], [-1.52, 1.23, 1.49], [0.10, 0.01, 0.23], [-0.40, -0.12, 0.62], [0.49, -0.40, -0.94], [0.01, 0.10, 0.06], [0.68, 0.68, 0.10], [-0.05, -0.07, 0.02], [0.09, -0.22, -0.17], [0.12, -0.03, -0.20], [0.16, 0.07, -0.17], [-0.03, 0.00, 0.01], [-0.04, 0.00, -0.06], [-0.14, -0.20, -0.13], [0.04, -0.05, -0.05], [0.07, -0.01, 0.02], [-0.25, -0.38, -0.20], [-0.50, 0.23, -0.33], [0.03, -0.01, -0.02], [0.02, 0.01, 0.07], [-0.02, -0.02, -0.02], [-0.03, -0.05, 0.06], [-0.04, 0.04, -0.08], [-0.08, 0.12, 0.15], [-0.12, -0.01, 0.13], [0.03, 0.03, 0.03], [-0.03, 0.02, 0.00], [-0.02, 0.07, 0.01], [0.16, 0.03, 0.01], [0.04, 0.02, -0.06], [-0.05, -0.06, -0.02], [0.24, -0.38, -0.11], [0.05, 0.05, 0.01], [-0.09, -0.07, -0.17], [-0.42, -0.12, -0.11], [0.02, -0.10, -0.20], [0.08, -0.04, 0.04], [-0.35, -0.11, -0.39]], "nbo_charge": [-0.29, -0.30, -0.28, -0.28, -0.30, -0.73, -0.54, -0.54, -0.47, -0.86, -0.68, -0.41, 0.91, -0.65, -0.06, 0.77, -0.64, 0.75, 0.73, -0.06, -0.36, -0.06, -0.65, -0.07, -0.65, 0.22, 0.16, 0.41, 0.20, 0.16, 0.43, 0.28, 0.22, 0.21, 0.22, 0.21, 0.21, 0.19, 0.19, 0.23, 0.21, 0.21, 0.17, 0.20, 0.16, 0.44, 0.16, 0.18, 0.26, 0.44, 0.21, 0.52], "lumo_ev": -5.2721, "orbital_gap_ev": 5.55, "charge": 1, "homo_ev": -10.8}

2.
{"formula": "C13H28AlBrF2IMgN2NaO17PS2", "method": "ωB97M-V with the def2-TZVPD basis set", "elements": ["I", "Br", "S", "S", "P", "Al", "Mg", "Na", "F", "F", "O", "O", "O", "O", "O", "O", "O", "O", "O", "O", "O", "O", "O", "O", "O", "O", "O", "N", "N", "C", "C", "C", "C", "C", "C", "C", "C", "C", "C", "C", "C", "C", "H", "H", "H", "H", "H", "H", "H", "H", "H", "H", "H", "H", "H", "H", "H", "H", "H", "H", "H", "H", "H", "H", "H", "H", "H", "H", "H", "H"], "xyz": [[-0.69851, -0.06036, -0.06635], [2.59188, 5.88323, -2.93747], [6.70068, 4.31294, -2.63494], [-1.75167, -3.91398, -0.70700], [1.24391, 0.70631, 1.23396], [2.29188, -0.61269, 9.85845], [3.19188, 4.40287, 0.37325], [2.10149, -0.84403, 2.67960], [1.74676, 2.37497, -0.55903], [-6.55960, -1.61612, -3.10226], [-7.11764, -5.99646, -2.63893], [6.15888, 5.49800, -1.65387], [-2.05074, -5.33548, -0.45573], [-6.95888, -3.72603, -2.46669], [-5.85681, -4.79807, -4.12388], [-4.75408, -1.93491, -6.22704], [3.08819, 7.40146, -4.06875], [-4.43840, 0.24888, -5.62441], [6.68358, 4.80864, -3.99330], [2.72068, -0.05730, 0.71529], [-2.90812, -3.27695, -1.36326], [-0.56998, -3.80764, -1.58192], [7.86858, 3.71661, -2.02930], [-1.47820, -3.23558, 0.57310], [0.75446, -3.76744, 6.06776], [5.44203, 3.29342, -2.44984], [-6.19601, -0.30028, -6.92192], [1.70593, -4.88410, 8.31203], [1.44186, 2.43961, 0.78251], [-5.01187, 1.45955, -6.07996], [-0.31279, -2.82240, 6.00928], [4.59722, 3.76611, -1.40196], [2.12807, -3.46877, 8.05495], [-5.09940, -0.76545, -6.25518], [1.99170, -3.22400, 6.54416], [-5.99649, -2.84022, -2.99208], [1.25141, -2.55632, 8.89811], [-5.69547, -3.40995, -4.33614], [4.77505, 5.28198, -1.38717], [4.43359, 7.84215, -4.07502], [-6.68424, -4.93007, -3.04249], [-6.37675, 1.04660, -6.52669], [2.11923, -2.16883, 6.27572], [-7.11087, 1.08129, -5.71493], [2.69477, 7.67232, -4.91567], [1.36938, -1.51172, 8.59365], [-4.67935, -3.17952, -4.66748], [1.53457, -2.62864, 9.95354], [-6.74178, 1.65012, -7.36225], [2.79006, -0.06685, -0.29880], [-6.40004, -3.07614, -5.10525], [-5.13270, -2.79436, -2.32030], [0.83020, -5.05468, 7.78800], [3.17362, -3.38025, 8.36763], [4.46113, 8.93005, -4.17480], [4.49324, 5.72509, -0.42904], [4.96696, 7.37565, -4.90688], [-0.91481, -2.90385, 6.91602], [4.19874, 5.75422, -2.18978], [4.90664, 7.55273, -3.13368], [-5.04346, 2.20038, -5.27633], [-0.95174, -3.08148, 5.15984], [2.78328, -3.77933, 6.03019], [4.93825, 3.32007, -0.46212], [0.03836, -1.79503, 5.88431], [3.56011, 3.47392, -1.58718], [0.19175, -2.81673, 8.83485], [2.38816, -5.55544, 7.93909], [1.54598, -5.09348, 9.30370], [-4.40373, 1.85175, -6.90194]], "atomic_forces_ev_per_a": [[0.83, -0.04, 0.08], [-4.22, -2.20, 1.13], [1.93, 0.29, -1.01], [-0.10, 0.52, -2.42], [0.18, 4.76, -1.89], [1.37, 2.12, 1.74], [-2.18, -0.77, 0.30], [1.00, -1.72, 1.12], [0.60, 0.13, -3.38], [-0.09, 0.57, 0.15], [1.00, 2.57, -0.91], [0.43, -1.00, 0.16], [-0.01, 0.69, 0.53], [0.51, -0.50, -0.14], [-0.74, -0.38, 1.20], [-0.46, 3.10, -0.63], [-0.05, 3.03, -2.45], [-0.31, -0.97, -0.22], [-0.03, -0.89, 2.08], [-1.61, 0.25, -2.05], [0.19, -0.61, 0.75], [-0.12, -0.02, 1.03], [-1.83, 0.94, -0.93], [0.12, -0.47, 0.18], [1.25, 0.71, 0.39], [-0.34, 0.65, 0.52], [0.99, -0.67, 0.46], [-0.17, -0.26, -0.17], [-0.14, -2.44, 3.58], [0.36, 1.11, 0.08], [-0.82, -0.16, -0.13], [0.55, -0.11, -1.03], [0.23, 0.34, -0.09], [0.49, -1.99, -0.23], [-0.46, -1.07, -0.61], [-0.17, 0.33, 0.13], [-0.55, -1.01, -0.09], [0.77, 0.06, -0.73], [1.61, -0.25, -0.28], [1.43, 0.27, -0.19], [-1.02, -3.13, 0.48], [-0.97, 0.73, -0.16], [-0.11, -0.05, 0.29], [0.08, -0.02, -0.07], [-0.43, -0.35, 0.04], [-0.86, -0.74, -1.26], [-0.40, -0.41, 0.21], [-0.16, -0.29, 0.28], [0.02, -0.28, 0.07], [0.04, -0.08, 1.98], [0.05, 0.03, 0.32], [-0.17, 0.17, -0.01], [0.05, 0.02, -0.03], [-0.05, -0.07, -0.15], [-0.05, -0.14, 0.08], [0.53, 0.70, 0.13], [0.06, 0.04, 0.18], [-0.15, 0.21, -0.05], [1.43, -0.45, 1.43], [-0.16, 0.09, -0.15], [0.11, -0.24, -0.05], [0.16, 0.00, 0.16], [-0.03, 0.02, 0.08], [0.25, -0.38, 0.62], [0.10, -0.04, 0.01], [0.17, -0.27, -0.51], [-0.03, 0.23, -0.03], [0.03, -0.01, 0.14], [0.12, -0.11, -0.11], [-0.06, -0.06, 0.06]], "nbo_charge": [0.03, 0.05, 2.48, 2.47, 0.75, 1.00, 1.08, 0.93, -0.35, -0.34, -0.57, -0.67, -0.58, -0.49, -0.47, -0.60, -0.66, -0.49, -0.85, -1.07, -0.74, -0.74, -0.84, -0.70, -0.54, -0.65, -0.47, -0.68, -0.69, -0.10, -0.27, -0.22, -0.09, 0.97, -0.09, 0.43, -0.66, -0.14, -0.20, -0.27, 0.96, -0.10, 0.19, 0.19, 0.53, 0.13, 0.24, 0.21, 0.21, 0.53, 0.21, 0.16, 0.48, 0.25, 0.22, 0.14, 0.21, 0.18, 0.22, 0.20, 0.20, 0.25, 0.23, 0.17, 0.17, 0.23, 0.30, 0.47, 0.46, 0.19], "lumo_ev": -10.8103, "orbital_gap_ev": 1.53, "charge": 3, "homo_ev": -12.3}

> What is the formula in the second record?

C13H28AlBrF2IMgN2NaO17PS2